Entry 1:
{
  "formula": "C46H35Br2N6OS3Sn",
  "method": "the ωB97M-V functional and the def2-TZVPD basis",
  "total_charge": 3,
  "gap_ha": [0.241, 0.190],
  "de_lowest_kcal_mol": 30.3,
  "elements": ["Sn", "N", "S", "N", "S", "N", "S", "N", "C", "C", "C", "C", "C", "C", "C", "C", "C", "C", "C", "C", "C", "C", "C", "C", "C", "C", "C", "C", "C", "C", "C", "C", "C", "C", "C", "C", "C", "C", "C", "C", "C", "C", "C", "C", "H", "H", "H", "H", "H", "H", "H", "H", "H", "H", "H", "H", "H", "H", "H", "H", "H", "H", "H", "H", "H", "H", "H", "H", "H", "H", "H", "H", "H", "H", "Br", "C", "C", "C", "Br", "C", "C", "C", "C", "N", "C", "C", "O", "H", "H", "H", "H", "N", "C", "H"],
  "xyz": [[1.0197, -1.5605, 1.2977], [1.4314, 0.4733, 1.4906], [0.3135, 1.4543, 1.6739], [-1.0856, 1.0147, 0.9992], [-1.6289, 0.9895, -0.4407], [-0.7299, 0.6793, -1.6541], [0.4768, -0.3724, -1.7349], [0.5892, -1.4316, -0.6945], [0.2011, -1.0814, -3.3193], [1.3033, -1.6408, -3.9576], [1.1045, -2.2927, -5.1619], [-0.1754, -2.3836, -5.7016], [-1.2617, -1.8219, -5.0454], [-1.0806, -1.1584, -3.8397], [1.8885, 0.6631, -2.0145], [3.0899, 0.3621, -1.3989], [4.1980, 1.1508, -1.6744], [4.0898, 2.2181, -2.5529], [2.8766, 2.5026, -3.1774], [1.7655, 1.7199, -2.9176], [-2.3893, 2.5017, -0.8853], [-3.4396, 2.9234, -0.0712], [-4.0409, 4.1338, -0.3591], [-3.5964, 4.8925, -1.4422], [-2.5508, 4.4500, -2.2397], [-1.9322, 3.2366, -1.9676], [-2.9510, -0.1609, -0.3411], [-3.7930, -0.2274, -1.4488], [-4.8448, -1.1246, -1.4212], [-5.0433, -1.9274, -0.3015], [-4.1956, -1.8394, 0.7950], [-3.1356, -0.9457, 0.7880], [-0.2321, 1.7061, 3.3395], [-0.2375, 2.9664, 3.9216], [-0.6754, 3.0896, 5.2346], [-1.0959, 1.9733, 5.9388], [-1.0758, 0.7144, 5.3428], [-0.6400, 0.5728, 4.0391], [0.8195, 3.0137, 1.0517], [-0.1034, 4.0494, 0.9124], [0.3441, 5.2690, 0.4353], [1.6871, 5.4408, 0.1132], [2.5925, 4.3982, 0.2654], [2.1660, 3.1696, 0.7448], [2.2977, -1.5522, -3.5334], [1.9475, -2.7185, -5.6900], [-0.3235, -2.8920, -6.6454], [-2.2514, -1.8915, -5.4765], [-1.9150, -0.7109, -3.3177], [3.1569, -0.4762, -0.7243], [5.1516, 0.9242, -1.2125], [4.9596, 2.8255, -2.7700], [2.8059, 3.3223, -3.8803], [0.8244, 1.9084, -3.4196], [-3.7744, 2.3184, 0.7647], [-4.8605, 4.4852, 0.2540], [-4.0829, 5.8326, -1.6704], [-2.2171, 5.0448, -3.0803], [-1.1178, 2.8683, -2.5740], [-3.6367, 0.4170, -2.3073], [-5.5186, -1.1893, -2.2652], [-5.8750, -2.6202, -0.2819], [-4.3720, -2.4562, 1.6663], [-2.4802, -0.8412, 1.6400], [0.1102, 3.8368, 3.3858], [-0.6780, 4.0629, 5.7070], [-1.4304, 2.0777, 6.9624], [-1.3955, -0.1565, 5.8995], [-0.6131, -0.4104, 3.5845], [-1.1416, 3.9138, 1.1824], [-0.3531, 6.0898, 0.3251], [2.0316, 6.4011, -0.2477], [3.6369, 4.5467, 0.0225], [2.8488, 2.3425, 0.8780], [-0.2229, -4.6019, 5.4720], [0.5372, -5.1681, 3.8823], [0.7185, -6.5164, 3.6287], [1.2589, -6.9522, 2.4308], [1.4936, -8.7661, 2.1756], [1.6302, -6.0211, 1.3959], [2.1144, -6.3921, 0.1311], [2.3972, -5.4241, -0.8036], [2.1757, -4.0903, -0.4828], [1.7613, -3.7191, 0.7265], [1.4948, -4.6580, 1.6615], [0.9865, -4.1731, 2.9522], [0.9309, -2.9368, 3.1968], [0.4329, -7.2418, 4.3789], [2.2434, -7.4394, -0.1083], [2.7793, -5.6871, -1.7801], [2.3074, -3.3006, -1.2115], [4.4394, -1.3188, 2.2136], [3.4477, -1.4589, 1.6514], [5.3167, -1.1972, 2.6926]],
  "mulliken_charge": [1.372, -0.657, 1.521, -0.003, 1.065, -0.079, 1.274, -0.479, 0.395, -0.483, -0.898, -0.604, -0.746, -0.294, 0.784, 0.300, -0.690, -0.675, -0.991, -0.559, 0.239, -0.824, -0.767, -0.567, -0.826, 0.056, 0.863, -0.799, -0.996, -0.612, -0.850, -0.256, 0.870, -0.295, -0.974, -0.686, -0.912, -0.405, 0.412, -0.543, -1.024, -0.712, -0.827, -0.607, 0.473, 0.463, 0.435, 0.476, 0.375, -0.052, 0.492, 0.490, 0.519, 0.401, 0.550, 0.498, 0.466, 0.526, 0.372, 0.458, 0.487, 0.454, 0.520, 0.545, 0.549, 0.466, 0.428, 0.480, 0.138, 0.840, 0.524, 0.477, 0.511, 0.555, -0.012, -0.347, -0.387, 0.011, -0.060, 0.624, -0.524, -1.165, -0.005, 0.166, 0.114, 0.815, -0.656, 0.468, 0.389, 0.493, 0.375, -0.067, 0.053, 0.285]
}

---

Entry 2:
{
  "formula": "C46H35FO10PS",
  "method": "the ωB97M-V functional and the def2-TZVPD basis",
  "total_charge": 1,
  "gap_ha": 0.233,
  "elements": ["C", "C", "C", "C", "O", "P", "O", "S", "O", "O", "F", "H", "H", "H", "H", "H", "H", "H", "H", "H", "H", "H", "C", "C", "C", "C", "C", "C", "C", "O", "C", "C", "C", "C", "C", "C", "C", "O", "H", "H", "H", "H", "H", "H", "H", "H", "C", "C", "C", "C", "C", "C", "C", "O", "C", "C", "C", "C", "C", "C", "C", "O", "H", "H", "H", "H", "H", "H", "H", "H", "C", "C", "C", "C", "C", "C", "C", "O", "C", "C", "C", "C", "C", "C", "C", "O", "H", "H", "H", "H", "H", "H", "H", "H"],
  "xyz": [[2.7716, -4.4519, 1.9143], [1.7604, -3.3764, 2.3808], [1.2089, -2.4795, 1.2539], [2.3223, -1.6284, 0.5856], [2.3199, -1.7871, -0.8879], [3.4612, -2.6757, -1.4295], [3.4291, -2.7293, -3.0025], [5.3891, -1.8150, -0.8719], [6.3543, -2.0546, -1.8574], [5.1622, -0.4681, -0.5440], [5.7046, -2.5496, 0.4767], [3.3899, -4.7069, 2.7841], [2.2588, -5.3707, 1.6073], [3.4760, -4.0958, 1.1483], [2.2062, -2.8080, 3.2057], [0.9107, -3.9209, 2.8147], [0.5009, -1.7866, 1.7236], [0.6857, -3.0687, 0.4907], [2.1620, -0.5657, 0.7688], [3.2766, -1.8883, 1.0688], [3.2871, -3.9966, -0.9685], [2.8209, -3.4669, -3.2206], [-2.3273, -7.9042, 1.0821], [-3.1104, -8.9889, 1.4636], [-2.8745, -9.6255, 2.6704], [-1.8471, -9.1882, 3.4970], [-1.0456, -8.1148, 3.1041], [-1.2978, -7.4689, 1.8992], [0.0887, -7.6644, 3.9542], [0.7863, -6.7248, 3.6136], [0.3593, -8.3881, 5.2222], [1.4490, -8.0178, 6.0022], [1.7037, -8.6766, 7.1931], [0.8658, -9.7036, 7.6159], [-0.2182, -10.0807, 6.8406], [-0.4701, -9.4322, 5.6385], [-1.6170, -9.8707, 4.7997], [-2.3464, -10.7672, 5.1642], [-2.5195, -7.4023, 0.1422], [-3.9071, -9.3357, 0.8182], [-3.4873, -10.4655, 2.9689], [-0.6864, -6.6283, 1.5988], [2.1001, -7.2175, 5.6774], [2.5555, -8.3900, 7.7963], [1.0625, -10.2127, 8.5505], [-0.8663, -10.8824, 7.1683], [-1.3161, 4.2670, -6.4708], [-2.2833, 3.9925, -5.5083], [-1.9163, 3.4497, -4.2883], [-0.5785, 3.1677, -4.0294], [0.3897, 3.4217, -5.0060], [0.0164, 3.9820, -6.2215], [1.8177, 3.0821, -4.7658], [2.6624, 3.3030, -5.6071], [2.1926, 2.4535, -3.4660], [3.5129, 2.0771, -3.2419], [3.8741, 1.5027, -2.0330], [2.9182, 1.3159, -1.0401], [1.6021, 1.6850, -1.2594], [1.2333, 2.2449, -2.4761], [-0.1912, 2.6046, -2.7143], [-1.0226, 2.4338, -1.8459], [-1.6051, 4.6996, -7.4198], [-3.3248, 4.2051, -5.7112], [-2.6717, 3.2438, -3.5414], [0.7656, 4.1914, -6.9733], [4.2567, 2.2290, -4.0131], [4.8972, 1.2117, -1.8666], [3.2049, 0.8791, -0.0952], [0.8580, 1.5355, -0.4866], [0.3681, 6.8210, -2.0511], [0.7933, 8.1460, -2.0656], [-0.0768, 9.1582, -1.6966], [-1.3799, 8.8517, -1.3228], [-1.8128, 7.5248, -1.3312], [-0.9311, 6.5115, -1.6854], [-3.2179, 7.1811, -0.9815], [-3.5919, 6.0254, -0.9863], [-4.1541, 8.2832, -0.6356], [-5.4843, 7.9885, -0.3610], [-6.3629, 9.0047, -0.0249], [-5.9151, 10.3201, 0.0473], [-4.5921, 10.6205, -0.2305], [-3.7096, 9.6062, -0.5817], [-2.2998, 9.9474, -0.9116], [-1.9078, 11.0940, -0.8527], [1.0529, 6.0293, -2.3317], [1.8057, 8.3875, -2.3634], [0.2555, 10.1877, -1.7029], [-1.2578, 5.4789, -1.6803], [-5.8337, 6.9661, -0.4134], [-7.3997, 8.7736, 0.1838], [-6.6019, 11.1120, 0.3170], [-4.2462, 11.6441, -0.1786]],
  "mulliken_charge": [-0.573, -0.672, -0.811, -0.316, -0.144, 0.687, -0.430, 1.003, -0.496, -0.387, -0.154, 0.337, 0.103, 0.008, 0.382, 0.382, 0.351, 0.304, 0.297, 0.492, 0.171, 0.426, -0.571, -0.474, -0.662, 0.336, 0.218, -0.395, 0.480, -0.609, 0.202, -0.498, -0.545, -0.474, -0.585, 0.243, 0.470, -0.651, 0.404, 0.397, 0.485, 0.489, 0.454, 0.409, 0.404, 0.479, -0.508, -0.611, -0.548, 0.276, 0.300, -0.657, 0.525, -0.660, 0.214, -0.950, -0.921, -0.598, -0.596, 0.233, 0.746, -0.707, 0.414, 0.425, 0.501, 0.492, 0.520, 0.650, 0.937, 0.565, -0.248, -0.683, -0.549, 0.293, -0.024, -0.650, 0.493, -0.672, 0.215, -0.518, -0.485, -0.472, -0.541, 0.138, 0.582, -0.654, 0.475, 0.407, 0.485, 0.662, 0.462, 0.402, 0.403, 0.474]
}